(1)
Formula: C36H61BrF5IrNOSSbSi
Source: the Open Molecules 2025 dataset
Level of theory: ωB97M-V/def2-TZVPD

XYZ file:
```
109
Properties=species:S:1:pos:R:3:mulliken_charge:R:1
Ir -1.457 0.304 0.369 2.521
O -2.855 1.475 1.965 0.076
C -3.485 2.575 1.300 -1.062
C -3.563 2.375 -0.193 0.940
C -4.248 3.285 -0.979 -1.017
C -4.313 3.087 -2.346 -0.530
C -3.712 1.962 -2.894 -0.928
C -3.043 1.098 -2.058 -0.293
N -2.951 1.311 -0.728 0.222
H -3.510 0.777 2.125 0.001
H -2.895 3.464 1.520 0.420
H -4.482 2.731 1.711 0.562
H -4.728 4.138 -0.515 0.529
H -4.834 3.796 -2.976 0.461
H -3.759 1.755 -3.954 0.489
H -2.568 0.203 -2.427 0.779
F -5.550 -5.317 2.318 -0.272
C -4.756 -4.460 1.707 0.736
C -4.434 -3.256 2.304 -0.294
F -4.925 -2.939 3.497 -0.311
C -3.601 -2.373 1.646 -0.949
F -3.352 -1.198 2.277 -0.098
C -3.061 -2.620 0.405 0.418
S -1.974 -1.604 -0.577 -0.333
C -3.415 -3.835 -0.174 0.435
F -2.936 -4.139 -1.380 -0.293
C -4.241 -4.747 0.454 0.025
F -4.540 -5.888 -0.139 -0.254
C 1.997 1.989 4.153 -1.580
C 0.826 1.981 3.170 1.952
C 1.305 2.380 1.779 -2.023
C -0.257 2.952 3.643 -1.543
Sb -0.108 0.008 2.973 0.102
C -1.207 -0.405 4.855 1.607
C -2.517 0.385 4.840 -1.528
C -0.304 0.067 5.993 -1.705
C -1.504 -1.895 4.990 -1.656
C 1.413 -1.536 2.613 2.601
C 1.720 -1.502 1.134 -1.869
C 2.675 -1.259 3.428 -1.676
C 0.835 -2.904 2.967 -1.714
H 2.334 3.026 4.263 0.531
H 2.846 1.414 3.798 0.312
H 1.729 1.634 5.146 0.282
H 1.752 3.379 1.834 0.638
H 0.486 2.431 1.057 0.205
H 2.062 1.700 1.381 0.308
H 0.152 3.968 3.621 0.557
H -0.578 2.757 4.665 0.330
H -1.139 2.933 3.000 -0.060
H -2.373 1.446 4.645 0.291
H -2.979 0.290 5.829 0.602
H -3.221 -0.019 4.120 -0.044
H -0.187 1.149 6.017 0.327
H 0.684 -0.398 5.970 0.297
H -0.775 -0.230 6.936 0.552
H -1.955 -2.328 4.097 0.189
H -2.224 -2.014 5.807 0.524
H -0.621 -2.468 5.255 0.329
H 2.130 -0.545 0.810 -0.161
H 0.837 -1.718 0.534 -0.137
H 2.464 -2.279 0.923 0.764
H 3.219 -0.395 3.052 0.323
H 3.341 -2.125 3.339 0.494
H 2.480 -1.114 4.492 0.265
H -0.143 -3.081 2.509 0.254
H 0.756 -3.063 4.038 0.412
H 1.518 -3.667 2.579 0.516
C 3.055 -2.094 -4.277 -1.789
C 1.817 -1.659 -3.454 3.158
C 0.551 -2.165 -4.165 -1.937
C 1.847 -2.360 -2.091 -1.684
Si 1.891 0.214 -3.362 -3.179
Br 0.361 0.746 -1.235 -0.124
C 3.433 1.012 -2.642 2.787
C 4.078 0.129 -1.561 -1.856
C 4.405 1.148 -3.841 -1.655
C 3.242 2.408 -2.015 -1.558
C 0.914 1.181 -4.647 3.012
C -0.597 0.900 -4.655 -2.028
C 1.513 0.767 -6.015 -1.590
C 1.084 2.700 -4.484 -2.019
H 3.036 -3.184 -4.369 0.548
H 3.998 -1.826 -3.801 0.370
H 3.055 -1.682 -5.290 0.344
H 0.609 -3.255 -4.220 0.639
H 0.450 -1.799 -5.186 0.404
H -0.356 -1.913 -3.610 0.184
H 1.785 -3.439 -2.268 0.595
H 0.993 -2.077 -1.478 0.016
H 2.759 -2.172 -1.528 0.329
H 4.444 -0.821 -1.950 0.411
H 3.392 -0.077 -0.737 0.158
H 4.939 0.665 -1.151 0.628
H 4.639 0.195 -4.318 0.339
H 5.344 1.568 -3.471 0.536
H 4.026 1.827 -4.608 0.361
H 2.553 2.396 -1.169 0.105
H 2.901 3.158 -2.722 0.319
H 4.218 2.734 -1.643 0.583
H -0.845 -0.125 -4.915 0.396
H -1.048 1.548 -5.413 0.616
H -1.056 1.136 -3.697 0.186
H 1.377 -0.291 -6.239 0.305
H 2.579 0.996 -6.095 0.364
H 1.001 1.335 -6.798 0.549
H 0.726 3.057 -3.516 0.302
H 0.494 3.194 -5.262 0.619
H 2.117 3.023 -4.616 0.407
```

Results
- total charge = +2
- lowest unoccupied orbital energy (alpha / beta) (eV) = -7.0 / -7.4

(2)
Formula: C36H61ClFI2N14O2P2
Source: the Open Molecules 2025 dataset
Level of theory: ωB97M-V/def2-TZVPD

XYZ file:
```
119
Properties=species:S:1:pos:R:3:mulliken_charge:R:1
C -3.909 0.535 3.099 -1.520
C -2.691 -0.016 2.600 -0.867
C -1.316 -0.710 1.944 2.549
C -1.507 -2.322 2.201 -0.307
C -2.325 -2.740 3.551 -0.915
C -3.937 -3.097 3.279 -0.162
F -3.958 -4.470 2.652 -0.339
C -0.059 -0.028 2.767 0.085
C -0.280 -0.022 4.423 -1.152
Cl 1.541 -1.044 2.622 -0.138
N 0.376 1.325 2.266 0.974
P -0.533 2.699 2.871 0.287
N 0.255 4.065 2.399 -0.642
C 0.553 1.276 0.773 -2.737
N 1.815 1.584 0.254 1.617
C 3.000 2.011 1.146 -0.432
N 3.956 0.875 1.452 0.023
C 4.710 1.120 2.754 -0.462
C 2.122 1.524 -1.236 -0.111
I 1.743 3.182 -2.662 0.188
C 2.765 0.298 -1.860 -0.725
C 3.139 -1.073 -1.024 -0.398
I 3.249 0.234 -4.037 0.099
N -0.634 0.902 -0.068 1.645
C -1.551 2.029 -0.399 -0.787
O -0.886 3.371 -0.365 -0.241
C -1.883 4.452 -0.393 -0.522
C -1.283 -0.400 0.299 0.294
C -0.304 -1.528 -0.470 -0.658
O -1.068 -2.563 -1.181 -0.392
C -0.561 -3.919 -0.910 0.108
C 0.889 -4.127 -1.665 -0.711
P -2.975 -0.743 -0.566 0.337
N -4.184 0.243 -0.211 -0.827
H -4.864 1.217 3.291 0.373
H -0.501 -2.942 2.206 0.385
H -2.129 -2.778 1.288 -0.067
H -2.220 -2.021 4.464 0.305
H -1.860 -3.781 3.909 0.354
H -4.481 -2.287 2.633 0.166
H -4.418 -3.252 4.354 0.290
H 0.722 0.472 4.846 0.416
H -0.284 -1.118 4.879 0.315
H -1.149 0.656 4.790 0.289
H -1.909 2.655 2.449 -0.006
H -0.544 2.766 4.336 0.145
H 0.574 4.607 3.242 0.264
H 2.666 2.622 2.089 0.166
H 3.614 2.778 0.469 0.250
H 4.677 0.877 0.684 0.039
H 4.485 2.194 3.223 -0.034
H 5.863 1.075 2.543 0.333
H 4.346 0.348 3.579 0.171
H 4.244 -0.917 -0.613 0.129
H 3.127 -2.051 -1.684 0.518
H 2.438 -1.173 -0.079 -0.236
H -1.986 1.924 -1.504 0.377
H -2.431 2.117 0.402 0.348
H -2.614 4.398 0.529 0.252
H -1.271 5.467 -0.252 0.282
H -2.431 4.545 -1.430 0.100
H 0.441 -2.061 0.243 0.289
H 0.353 -0.979 -1.302 0.057
H -0.543 -4.159 0.242 0.024
H -1.313 -4.674 -1.439 0.300
H 1.698 -4.266 -0.814 0.237
H 1.191 -3.159 -2.274 0.088
H 0.881 -5.071 -2.394 0.336
H -3.468 -2.100 -0.287 -0.068
H -2.708 -0.611 -2.004 0.151
H -4.967 -0.341 0.162 0.301
C -6.546 -5.554 0.058 -0.536
C -6.033 -4.186 -0.364 0.508
N -5.608 -3.052 -0.715 -0.594
H -6.119 -5.829 1.026 0.221
H -7.636 -5.534 0.142 0.331
H -6.260 -6.304 -0.684 0.031
C 6.146 5.082 3.761 -0.816
C 4.767 4.698 4.272 0.468
N 3.623 4.379 4.696 -0.494
H 6.108 5.256 2.682 0.259
H 6.486 5.995 4.257 0.350
H 6.857 4.278 3.966 0.271
C -3.454 -8.483 -0.678 -0.476
C -4.833 -8.867 -0.167 0.380
N -5.977 -9.186 0.258 -0.488
H -3.492 -8.309 -1.757 0.227
H -3.114 -7.570 -0.181 0.143
H -2.743 -9.287 -0.472 0.337
C -0.551 5.340 -5.789 -0.197
C 0.927 5.682 -5.699 0.273
N 2.153 5.967 -5.625 -0.463
H -0.677 4.260 -5.906 0.262
H -1.065 5.662 -4.880 -0.126
H -1.000 5.845 -6.649 0.323
C 7.099 -0.268 -2.069 -0.483
C 7.286 0.842 -1.048 0.469
N 7.441 1.763 -0.201 -0.559
H 7.852 -1.046 -1.916 0.319
H 6.104 -0.709 -1.962 0.053
H 7.204 0.134 -3.080 0.258
C -4.751 6.172 -3.532 -0.829
C -3.273 6.515 -3.442 0.536
N -2.047 6.799 -3.367 -0.612
H -4.877 5.092 -3.649 0.275
H -5.265 6.495 -2.622 0.304
H -5.200 6.677 -4.392 0.334
C 9.799 4.110 -0.540 -0.402
C 9.986 5.220 0.481 0.282
N 10.141 6.141 1.328 -0.438
H 10.552 3.332 -0.387 0.254
H 8.804 3.669 -0.434 0.043
H 9.904 4.512 -1.552 0.278
C -6.500 -6.389 -4.180 -0.791
C -5.170 -7.010 -3.783 0.488
N -4.068 -7.525 -3.454 -0.644
H -6.523 -5.337 -3.883 0.256
H -6.634 -6.456 -5.263 0.340
H -7.320 -6.917 -3.686 0.271
```

Results
- total charge = +1
- lowest unoccupied orbital energy (eV) = -4.3

Q: Which molecular weight values were calculated for the entries above? A: 1072.914; 1092.187, in g/mol.